# 1
C34H48Br14FNO4S | the ωB97M-V functional and the def2-TZVPD basis

Results
LUMO level: 0.3 eV
Frontier orbital gap: 7.92 eV
Highest occupied orbital energy: -7.7 eV

```
! wB97M-V def2-TZVPD RIJCOSX def2/J DEFGRID3
* xyz 0 1
C -1.9916 5.2538 -4.6855
C -0.8130 4.7765 -5.6160
O 0.0052 5.5566 -6.0267
O -0.7935 3.4175 -5.9048
C 0.5319 2.8399 -5.6903
C 0.4301 1.4161 -4.9993
C 0.6873 1.4376 -3.4642
C 0.3291 2.6531 -2.7192
C 0.5121 2.7403 -1.2649
C 1.0725 1.5881 -0.5677
C 1.2963 1.6742 0.9755
C 1.3616 3.1298 1.5346
O 2.0310 4.0091 1.0577
O 0.6161 3.3779 2.6848
C 1.4419 0.3335 -1.2669
C 1.2349 0.2959 -2.7212
S 1.7072 -1.2419 -3.6031
C 3.0059 -1.9257 -2.5200
C 4.0753 -2.8017 -2.9985
C 5.0995 -3.3871 -2.1366
C 5.0479 -3.0457 -0.7058
C 6.1150 -3.6305 0.2813
C 6.2484 -2.7918 1.6079
F 7.4260 -3.0681 2.3338
C 3.9898 -2.1681 -0.2298
C 2.9475 -1.5850 -1.0958
N 1.9481 -0.7552 -0.4353
H -1.8142 5.0006 -3.6098
H -2.9107 4.7025 -5.0249
H -2.1537 6.3598 -4.7778
H 1.2159 3.5371 -5.1486
H 0.9372 2.6386 -6.7242
H 1.0445 0.6686 -5.5623
H -0.6510 1.1057 -5.1381
H -0.1205 3.5276 -3.2520
H 0.2058 3.6701 -0.7284
H 0.5099 1.1055 1.5378
H 2.2749 1.1539 1.1960
H 1.1482 3.8439 3.3532
H 4.1322 -3.0836 -4.0823
H 5.8918 -4.0808 -2.5150
H 5.8978 -4.6890 0.5795
H 7.1473 -3.6471 -0.1763
H 5.3272 -2.9383 2.2380
H 6.2655 -1.7006 1.3337
H 3.9381 -1.9376 0.8638
H 1.1915 -1.3962 -0.1748
Br -3.3880 1.4065 2.8047
C -3.6190 -0.3959 2.1015
C -2.4808 -1.2896 2.5039
Br -0.8824 -0.9372 1.4379
H -3.7308 -0.3047 1.0267
H -4.5551 -0.7520 2.5325
H -2.7244 -2.3324 2.3106
H -2.1950 -1.1764 3.5464
Br -3.4309 -4.0038 4.4935
C -2.7592 -3.9989 6.3233
C -2.8564 -2.6284 6.9413
Br -1.4502 -1.4492 6.2837
H -1.7438 -4.3819 6.2879
H -3.3915 -4.7063 6.8595
H -2.7013 -2.6807 8.0186
H -3.8040 -2.1339 6.7389
Br 3.6863 -3.1916 6.6036
C 2.2841 -2.4036 7.7018
C 1.7257 -3.4045 8.6801
Br 0.5171 -4.6546 7.8007
H 1.5343 -2.0050 7.0221
H 2.7653 -1.5804 8.2296
H 1.1182 -2.9056 9.4348
H 2.4924 -3.9985 9.1724
Br -4.0296 0.2720 -1.4025
C -3.1164 -0.4521 -2.9572
C -2.3658 -1.7203 -2.6352
Br -0.7043 -1.3271 -1.6914
H -2.4712 0.3386 -3.3371
H -3.9085 -0.6489 -3.6796
H -2.0601 -2.2243 -3.5527
H -2.9301 -2.4156 -2.0167
Br 8.6025 -6.3086 1.9480
C 10.3823 -5.9668 1.2358
C 10.5214 -4.5443 0.7561
Br 9.6424 -4.2880 -0.9634
H 10.5564 -6.7017 0.4529
H 11.0616 -6.1584 2.0662
H 11.5687 -4.3009 0.5787
H 10.0945 -3.8150 1.4418
Br -5.8561 5.0713 -6.6950
C -7.0854 5.0443 -5.1830
C -6.3437 5.0796 -3.8728
Br -5.5744 3.3416 -3.4465
H -7.7107 4.1617 -5.2977
H -7.6991 5.9373 -5.2998
H -7.0264 5.2965 -3.0511
H -5.5275 5.7992 -3.8604
Br -9.7707 3.5408 -2.0662
C -9.1841 3.5589 -0.2093
C -9.2814 4.9408 0.3834
Br -7.8216 6.0785 -0.2259
H -8.1743 3.1541 -0.1918
H -9.8550 2.8726 0.3069
H -9.1768 4.9014 1.4673
H -10.2079 5.4515 0.1305
*
```

=====

# 2
C61H57N3O3P2RuTe | the ωB97M-V functional and the def2-TZVPD basis

Results
LUMO level (spin up / spin down): -7.3 / -9.2 eV
Frontier orbital gap (spin up / spin down): 7.50 / 6.21 eV
ΔE to the lowest compared entry with this formula, charge and spin: 61.9 kJ/mol
Highest occupied orbital energy (spin up / spin down): -14.8 / -15.4 eV

```
! wB97M-V def2-TZVPD RIJCOSX def2/J DEFGRID3
* xyz 3 6
Ru -0.1615 -0.3041 -1.1856
O 1.2338 1.9768 -1.0921
C 0.6405 3.2220 -1.2743
C 1.2315 4.4245 -0.9445
C 0.5848 5.6038 -1.2948
C -0.6117 5.5797 -1.9945
C -1.1666 4.3628 -2.3620
C -0.5589 3.1683 -1.9844
P -1.2008 1.5684 -2.5773
C -2.9885 1.4726 -2.3156
C -3.7551 2.4408 -1.6766
C -5.1327 2.2823 -1.5837
C -5.7460 1.1529 -2.1100
C -4.9806 0.1721 -2.7322
C -3.6054 0.3311 -2.8346
C -1.0221 1.6964 -4.3825
C 0.2330 1.4846 -4.9552
C 0.4329 1.7015 -6.3106
C -0.6225 2.1297 -7.1042
C -1.8763 2.3298 -6.5445
C -2.0835 2.1124 -5.1863
C 2.3273 1.5800 -0.3586
C 2.9015 2.2427 0.7057
C 3.9333 1.6132 1.3931
C 4.3953 0.3522 1.0256
C 3.8441 -0.2816 -0.0742
C 2.8031 0.3313 -0.7722
P 2.1582 -0.2763 -2.3519
C 1.5478 -1.9692 -2.1513
C 1.0356 -2.5502 -3.3297
C 0.6586 -3.8774 -3.3335
C 0.7451 -4.6288 -2.1591
C 1.2086 -4.0538 -0.9844
C 1.6129 -2.7283 -0.9767
C 3.6312 -0.3515 -3.4127
C 4.1065 -1.5273 -3.9941
C 5.3074 -1.4989 -4.6925
C 6.0093 -0.3093 -4.8325
C 5.5150 0.8683 -4.2805
C 4.3210 0.8541 -3.5813
H 2.2020 4.4638 -0.4717
H 1.0454 6.5522 -1.0437
H -1.0944 6.5054 -2.2855
H -2.0661 4.3429 -2.9674
H -3.2873 3.3216 -1.2549
H -5.7306 3.0555 -1.1130
H -6.8231 1.0399 -2.0441
H -5.4609 -0.7018 -3.1610
H -3.0081 -0.4183 -3.3479
H 1.0577 1.1562 -4.3388
H 1.4113 1.5402 -6.7481
H -0.4670 2.3086 -8.1624
H -2.7007 2.6594 -7.1650
H -3.0686 2.2702 -4.7656
H 2.5465 3.2100 1.0266
H 4.3939 2.1259 2.2298
H 5.2096 -0.1105 1.5706
H 4.2462 -1.2290 -0.4210
H 0.9699 -1.9616 -4.2385
H 0.3045 -4.3354 -4.2502
H 0.4548 -5.6736 -2.1676
H 1.2777 -4.6472 -0.0797
H 2.0298 -2.2964 -0.0821
H 3.5717 -2.4613 -3.8905
H 5.6971 -2.4134 -5.1232
H 6.9430 -0.2967 -5.3833
H 6.0621 1.7958 -4.3993
H 3.9288 1.7749 -3.1591
C 3.0553 -1.8445 7.9530
C 2.4656 -1.6095 6.5879
C 2.9670 -2.2668 5.4668
C 2.4279 -2.0908 4.2026
C 3.0653 -2.8314 3.0373
C 1.3256 -1.2149 4.0896
Te 0.3519 -1.4625 2.2361
N 0.2030 0.1417 1.1048
C -0.7501 1.1103 1.0619
O -1.6036 1.0007 0.1438
C -0.7168 2.3186 1.9026
C 0.3417 2.5556 2.7787
C 0.3825 3.7294 3.5136
C -0.6353 4.6682 3.3791
C -1.6993 4.4354 2.5110
C -1.7400 3.2661 1.7719
C -1.6460 -1.7992 2.8322
C -2.5576 -0.7598 2.9780
C -3.8671 -1.0423 3.3359
C -4.2518 -2.3595 3.5475
C -3.3357 -3.3899 3.3899
C -2.0158 -3.1419 3.0214
C -1.0579 -4.3056 2.8570
C 0.8206 -0.4943 5.1831
C -0.3009 0.5111 5.0995
C 1.4139 -0.7165 6.4172
H 3.7978 -2.6390 7.9406
H 2.2746 -2.1087 8.6669
H 3.5321 -0.9364 8.3267
H 3.8124 -2.9389 5.5840
H 4.0333 -3.2268 3.3380
H 3.2351 -2.1738 2.1828
H 2.4642 -3.6828 2.7067
H 1.1352 1.8232 2.8702
H 1.2107 3.9214 4.1876
H -0.6004 5.5855 3.9575
H -2.4925 5.1664 2.4148
H -2.5553 3.0671 1.0863
H -2.2739 0.2715 2.8211
H -4.5751 -0.2318 3.4636
H -5.2702 -2.5848 3.8421
H -3.6469 -4.4155 3.5653
H -1.5906 -5.2547 2.8848
H -0.3161 -4.3293 3.6641
H -0.5267 -4.2592 1.9045
H -0.7005 0.5927 4.0988
H 0.0581 1.4999 5.3923
H -1.1161 0.2474 5.7773
H 1.0362 -0.1672 7.2755
C -4.6752 -3.6325 -1.1480
N -3.3346 -3.2452 -1.5821
C -2.6358 -2.2371 -1.0729
N -3.1801 -1.5251 -0.0766
O -1.4564 -1.9986 -1.5174
H -4.9938 -4.4890 -1.7336
H -5.3946 -2.8270 -1.3110
H -4.6811 -3.9173 -0.0947
H -2.8849 -3.7528 -2.3223
H -4.1554 -1.6193 0.1604
H -2.7273 -0.6643 0.1874
*
```

=====

# 3
C10H14B2F4MgN6 | the ωB97M-V functional and the def2-TZVPD basis

Results
LUMO level (spin up / spin down): -12.3 / -11.9 eV
Frontier orbital gap (spin up / spin down): 4.07 / 4.52 eV
ΔE to the lowest compared entry with this formula, charge and spin: 155.9 kJ/mol
Highest occupied orbital energy (spin up / spin down): -16.4 / -16.4 eV

```
! wB97M-V def2-TZVPD RIJCOSX def2/J DEFGRID3
* xyz 2 1
C 1.4164 -2.4658 1.2040
N 0.6724 -1.4443 0.7049
N -0.5591 -1.9508 0.3577
C -0.5888 -3.2663 0.6353
C 0.6441 -3.6472 1.1755
B -1.6860 -1.1031 -0.3372
N -1.9633 0.1711 0.4979
N -0.9400 0.9675 0.9409
C -1.4984 1.9971 1.6207
C -2.9078 1.8568 1.6114
C -3.1482 0.6817 0.8905
Mg 1.0340 0.3470 0.4778
N -1.3091 -0.7430 -1.7937
N -0.1774 -0.0334 -2.0908
C -0.1291 0.0245 -3.4448
C -1.2467 -0.6587 -4.0214
C -1.9670 -1.1266 -2.9159
H 0.6712 0.5374 -3.9399
H -2.8866 -1.6924 -2.8548
H -1.4880 -0.7778 -5.0623
H -2.6770 -1.7926 -0.3496
H -4.0682 0.1785 0.6336
H -1.4797 -3.8392 0.4240
H -3.6351 2.5093 2.0700
H 0.9462 -4.6296 1.5033
H -0.8799 2.7481 2.0766
H 2.4209 -2.2817 1.5407
H 0.8923 1.5442 -0.9484
C 1.3910 2.2000 -0.1595
H 0.7675 2.9080 0.2233
H 1.8375 1.6635 1.0301
H 2.3873 2.4175 -0.4267
F 2.8765 1.1584 1.2643
B 4.0659 1.7743 1.7526
F 4.9632 1.8485 0.6758
F 3.7511 3.0415 2.2895
F 4.4978 0.8776 2.7448
*
```

=====

# 4
C5H12N2 | the ωB97M-V functional and the def2-TZVPD basis

Results
LUMO level: 1.0 eV
Frontier orbital gap: 8.45 eV
ΔE to the lowest compared entry with this formula, charge and spin: 120.3 kJ/mol
SMILES string: C=C(CCN)NC
Highest occupied orbital energy: -7.4 eV

```
! wB97M-V def2-TZVPD RIJCOSX def2/J DEFGRID3
* xyz 0 1
C 1.9905 -0.9495 -0.3161
C 0.7747 -0.3682 -0.1940
C -0.3197 -0.7031 -1.2041
C -1.7747 -0.6649 -0.6334
N -2.1899 0.6519 -0.2176
N 0.4158 0.4585 0.8214
C 1.3991 1.1351 1.6341
H 2.3648 -1.4157 -1.2083
H 2.6504 -0.6851 0.4971
H -0.3284 0.0046 -2.0326
H -0.1271 -1.6786 -1.6462
H -1.7674 -1.3773 0.1934
H -2.3602 -1.1479 -1.4215
H -2.0509 1.4158 -0.8521
H -3.1786 0.6604 -0.0075
H -0.5495 0.6779 1.0050
H 1.0101 1.8996 2.3088
H 1.9287 0.4235 2.2772
H 2.1124 1.6628 0.9964
*
```